# 1
C56H126Br2N7 | wB97M-V/def2-TZVPD

The geometry in XYZ format:
```
191
Properties=species:S:1:pos:R:3:forces:R:3:lowdin_charge:R:1
C 7.83117 1.85519 -8.65613 0.716 0.216 -0.622 -0.088
C 6.46403 1.59308 -8.07330 -0.228 -0.528 0.484 -0.224
C 6.57178 0.64361 -6.86578 -0.739 0.371 -0.569 -0.116
N 5.19685 0.21842 -6.31094 0.313 1.038 1.056 -0.203
C 4.40700 1.47215 -5.72318 0.433 -2.078 -0.029 0.063
C 4.25960 -0.58376 -7.25756 0.146 -0.825 1.286 -0.070
C 4.93477 -1.94766 -7.27048 1.007 0.003 -1.628 -0.158
C 5.60507 -2.16408 -5.93663 -0.987 -1.506 0.516 -0.171
C 5.58069 -0.83182 -5.22134 -0.349 0.168 0.364 -0.093
H 7.78822 2.17797 -9.69636 -0.220 0.162 0.074 0.090
H 8.51891 1.00986 -8.67907 -0.206 -0.260 0.234 0.084
H 8.32279 2.65175 -8.09763 0.057 -0.036 0.002 0.088
H 5.74743 1.13398 -8.75434 0.331 -0.187 -0.418 0.106
H 6.02507 2.57147 -7.87802 -0.076 -0.072 0.599 0.110
H 7.15563 0.98879 -6.01250 -0.345 0.634 0.004 0.136
H 7.11519 -0.26445 -7.12700 -0.328 -0.155 -0.438 0.130
H 3.50256 1.00806 -5.32981 -0.241 0.266 -0.294 0.092
H 4.21720 2.20334 -6.50894 0.115 -0.279 0.106 0.098
H 4.89642 1.89901 -4.84777 0.558 -0.032 -0.422 0.103
H 3.31180 -0.70840 -6.73390 0.029 0.357 0.402 0.130
H 3.98014 -0.13787 -8.21212 0.827 0.284 0.082 0.135
H 4.30570 -2.79715 -7.53647 -0.220 0.401 -0.130 0.133
H 5.75758 -1.91587 -7.98467 -0.267 -0.072 -0.514 0.118
H 5.06368 -2.97551 -5.45024 -0.541 0.535 0.704 0.119
H 6.54899 -2.70162 -6.02700 0.542 0.938 -0.221 0.124
H 4.87007 -0.72804 -4.40138 -0.386 -0.279 -0.297 0.129
H 6.55450 -0.69186 -4.75207 0.028 0.909 -0.439 0.127
C -1.10022 -8.75690 7.20969 0.234 0.320 -0.793 -0.075
C -1.87866 -7.96122 6.13503 0.295 0.707 -0.529 -0.208
C -1.06739 -7.59595 4.81130 -1.087 0.909 1.016 -0.070
N -1.84631 -6.64002 3.85159 -1.416 -0.609 0.752 -0.271
C -3.07407 -7.46193 3.35824 0.900 0.684 -0.031 0.049
C -1.00900 -6.13877 2.69960 -1.777 -0.898 -0.929 -0.101
C -1.83148 -4.96291 2.07456 0.560 -0.937 0.941 -0.127
C -2.49956 -4.30444 3.30732 -1.174 -1.005 0.805 -0.116
C -2.37551 -5.34224 4.49852 1.379 -0.030 -0.510 -0.072
H -0.88884 -9.75928 6.83731 0.124 0.003 0.052 0.081
H -1.66376 -8.86962 8.13587 -0.155 0.169 -0.200 0.087
H -0.16053 -8.25907 7.44901 0.037 -0.080 0.051 0.077
H -2.23327 -7.00920 6.53002 0.065 -0.008 0.325 0.096
H -2.78011 -8.52767 5.90133 0.096 -0.056 -0.297 0.101
H -0.83643 -8.52989 4.29894 0.287 0.394 -0.389 0.133
H -0.22353 -6.92877 4.98697 0.485 -0.790 0.552 0.124
H -3.73056 -7.71479 4.19081 0.332 0.226 0.065 0.101
H -2.67064 -8.38425 2.94032 -0.189 0.161 -0.231 0.113
H -3.64465 -6.86796 2.64427 0.206 -0.181 -0.076 0.105
H -0.98977 -7.02189 2.06100 0.600 0.265 -0.403 0.132
H -0.00163 -5.82453 2.97268 -0.237 -0.163 0.510 0.135
H -2.63056 -5.30698 1.41791 0.382 -0.179 -0.163 0.107
H -1.08761 -4.42801 1.48412 -0.483 0.643 0.136 0.115
H -3.58650 -4.28304 3.22844 -0.005 0.410 -0.852 0.107
H -2.22597 -3.27779 3.55072 0.439 -0.326 0.223 0.116
H -3.28248 -5.63378 5.02817 0.038 0.554 -0.124 0.128
H -1.61617 -4.98887 5.19609 -0.051 -0.270 0.211 0.132
C 5.07305 2.26164 2.62284 -0.758 -0.032 0.199 -0.083
C 3.82010 2.46434 1.74131 0.296 0.045 -0.443 -0.232
C 2.71500 1.38593 1.90966 -0.623 1.072 0.135 -0.082
N 1.27111 1.93227 1.57247 0.547 -0.470 0.711 -0.231
C 0.95694 3.01757 2.68010 -0.771 -1.175 -1.944 0.077
C 0.21055 0.81833 1.52639 0.296 -1.253 0.938 -0.114
C -1.07822 1.41739 0.95827 1.170 -0.306 0.726 -0.139
C -0.46887 2.45562 0.03718 0.361 0.517 -1.351 -0.149
C 1.07893 2.36395 0.13674 -0.240 1.165 1.032 -0.094
H 5.42571 1.23572 2.72876 -0.129 -0.086 -0.274 0.073
H 4.79008 2.60089 3.61932 0.454 0.027 0.140 0.081
H 5.88774 2.86427 2.22132 -0.060 0.012 0.247 0.084
H 4.17398 2.64885 0.72700 -0.363 -0.710 -0.388 0.106
H 3.45136 3.45893 1.99216 -0.331 -0.151 0.286 0.094
H 2.67523 1.13284 2.96911 -0.169 0.010 0.044 0.120
H 2.86718 0.43594 1.39735 -0.006 0.299 -0.467 0.129
H 1.18049 2.51648 3.62193 0.188 0.585 -0.044 0.114
H -0.10785 3.24403 2.62510 -0.004 -0.252 0.099 0.096
H 1.46109 3.94146 2.39665 0.388 -0.349 0.493 0.100
H 0.12858 0.32984 2.49734 -0.096 0.317 0.178 0.139
H 0.59137 0.05386 0.84914 0.261 0.138 -0.115 0.128
H -1.65471 1.74403 1.82374 -0.359 0.430 -0.446 0.113
H -1.65052 0.73815 0.32642 0.107 -0.370 0.594 0.124
H -0.84623 3.45964 0.23123 0.224 0.037 -0.155 0.118
H -0.70092 2.16167 -0.98646 -0.202 0.429 -0.078 0.117
H 1.57477 3.31717 -0.04658 0.011 -0.030 0.036 0.132
H 1.55528 1.59270 -0.46854 -0.340 -0.005 -0.111 0.135
C -0.76249 -1.35438 -9.45769 -0.510 -0.611 -0.156 -0.089
C -1.65720 -0.14896 -9.08060 0.243 -0.664 -0.023 -0.209
C -2.29535 -0.33558 -7.68905 0.160 0.319 0.248 -0.113
N -3.23798 0.75388 -7.20343 -1.054 2.169 1.453 -0.222
C -3.87546 0.34292 -5.84078 -0.285 -0.288 -1.401 0.035
C -2.46835 2.11100 -6.97390 1.157 -1.524 -0.217 -0.092
C -3.23456 3.29518 -7.49304 -0.262 -0.267 0.784 -0.149
C -4.58415 2.75635 -7.93903 -0.425 -0.431 0.119 -0.128
C -4.39588 1.21993 -8.10775 0.537 0.081 -1.049 -0.065
H 0.01822 -1.68521 -8.77276 -0.080 0.445 0.298 0.073
H -0.31250 -1.26294 -10.44625 0.043 0.508 0.084 0.083
H -1.42530 -2.20918 -9.59227 -0.027 -0.192 0.197 0.081
H -2.36979 -0.13566 -9.90531 -0.330 0.326 0.265 0.110
H -1.07780 0.77331 -9.12329 -0.073 0.069 0.078 0.103
H -1.51220 -0.30678 -6.93146 0.212 -0.027 -0.007 0.133
H -2.79425 -1.28507 -7.49497 -0.182 -0.042 -0.602 0.142
H -3.19003 -0.19826 -5.18856 0.267 0.330 -0.173 0.105
H -4.70209 -0.31113 -6.11830 0.173 -0.234 0.148 0.099
H -4.34026 1.20750 -5.36691 0.421 0.130 -0.092 0.107
H -2.24361 2.13153 -5.90752 0.095 0.050 -0.176 0.128
H -1.54907 2.04821 -7.55621 0.099 -0.356 0.421 0.112
H -3.27933 3.96799 -6.63664 -0.294 0.533 -0.516 0.124
H -2.70908 3.73779 -8.33925 -0.047 0.146 0.253 0.127
H -5.41800 2.92924 -7.25865 0.288 0.088 0.377 0.115
H -4.87743 3.31158 -8.82999 -0.096 -0.669 -0.323 0.127
H -5.31704 0.67371 -7.90476 0.302 -0.142 0.060 0.130
H -4.04017 0.96138 -9.10511 -0.302 0.152 -0.089 0.120
C -6.95749 -1.53431 -0.30968 0.303 -0.149 -0.391 -0.103
C -7.64199 -0.20625 -0.19222 -0.842 0.555 0.394 -0.252
C -7.51577 0.41301 1.22405 -0.691 0.455 -0.841 -0.095
N -8.26959 1.76989 1.38015 0.682 0.317 -0.371 -0.230
C -9.76129 1.57069 1.21775 -0.056 0.522 -0.220 0.023
C -7.70888 2.84838 0.38637 -0.786 -0.562 0.540 -0.074
C -7.99219 4.17538 1.07730 0.639 -0.120 1.213 -0.133
C -7.54750 3.85703 2.50690 -1.333 -0.099 0.973 -0.161
C -7.89132 2.41606 2.73920 0.713 -2.227 -0.305 -0.092
H -5.91233 -1.30173 -0.51381 0.231 -0.737 0.325 0.080
H -7.38252 -2.01815 -1.18908 0.267 -0.217 0.014 0.087
H -7.12472 -2.19379 0.54192 0.273 0.061 0.023 0.086
H -8.67752 -0.37826 -0.48580 -0.311 0.330 0.476 0.112
H -7.24283 0.39900 -1.00613 0.098 0.532 0.332 0.108
H -6.48352 0.56256 1.54059 0.071 0.334 -0.335 0.130
H -7.91759 -0.26695 1.97524 -0.343 0.075 -0.061 0.138
H -10.06659 1.62877 0.17300 0.454 -0.540 -0.130 0.105
H -10.33641 2.39602 1.63748 0.408 -0.011 0.539 0.110
H -10.06506 0.62879 1.67452 0.093 0.149 -0.046 0.116
H -8.19203 2.69463 -0.57854 0.279 0.004 0.041 0.130
H -6.63928 2.63851 0.38388 -0.019 0.116 -0.360 0.136
H -9.04290 4.46450 1.10006 0.143 0.101 -0.548 0.125
H -7.30884 4.99640 0.86039 -0.557 0.005 -1.151 0.126
H -8.18359 4.29806 3.27436 0.486 1.122 -0.213 0.127
H -6.49633 4.09674 2.66714 -0.140 -0.228 0.133 0.125
H -8.68886 2.20084 3.45033 0.002 0.189 -0.166 0.142
H -7.00806 1.85599 3.04628 -0.126 0.004 0.345 0.122
C 1.24138 6.65342 6.42683 -0.417 -0.143 -0.057 -0.097
C -0.15044 7.29958 6.33385 0.691 0.269 1.294 -0.231
C -1.16031 6.51672 7.20323 -1.515 0.253 -1.565 -0.101
N -2.60874 7.04704 7.18042 -0.676 0.396 1.225 -0.207
C -3.11214 7.24819 5.74545 0.193 0.455 0.629 0.014
C -3.55971 6.04417 7.94716 0.238 -1.002 -0.874 -0.100
C -4.38965 6.77391 8.93831 -0.803 0.648 -0.018 -0.174
C -3.58311 7.99417 9.35739 0.554 0.047 -0.832 -0.119
C -2.75425 8.34343 8.08334 -1.046 0.394 -0.875 -0.058
H 1.74589 7.05484 5.54794 0.723 -0.164 0.450 0.077
H 1.20725 5.56621 6.35686 -0.104 -0.080 -0.219 0.070
H 1.73080 6.87047 7.37629 0.194 0.224 -0.255 0.086
H -0.28280 7.47550 5.26632 -1.168 -0.591 0.086 0.105
H -0.00004 8.30699 6.72193 -0.305 0.156 0.197 0.110
H -0.94467 6.45402 8.26985 0.544 -0.010 -0.236 0.146
H -1.33896 5.53385 6.76715 0.585 -0.323 0.287 0.131
H -4.18869 7.41884 5.74942 0.096 -0.021 0.283 0.107
H -2.90202 6.39818 5.09628 0.143 -0.259 0.506 0.106
H -2.63318 8.12209 5.30388 0.062 0.001 0.263 0.099
H -4.23695 5.55994 7.24362 0.530 -0.064 -0.396 0.129
H -3.02539 5.24124 8.45499 0.739 0.259 -0.407 0.138
H -5.32448 7.03983 8.44487 -0.029 0.504 0.066 0.121
H -4.71643 6.11625 9.74378 0.374 0.061 0.139 0.136
H -4.25252 8.83376 9.54474 0.284 -0.003 0.362 0.126
H -2.94372 7.78660 10.21542 -0.069 0.124 -0.020 0.123
H -3.32632 9.05174 7.48407 -0.439 -0.299 -0.172 0.121
H -1.84957 8.94053 8.19786 0.549 -0.934 0.277 0.128
C 11.22594 -5.20648 -0.09241 -0.453 -0.094 0.045 -0.074
C 9.77281 -5.33776 0.42904 0.073 -0.280 -0.859 -0.211
C 8.68531 -4.57275 -0.36169 -0.707 0.822 0.999 -0.107
N 7.28375 -4.69983 0.32889 -1.108 -0.311 0.142 -0.204
C 7.29095 -4.03734 1.74748 -1.568 -0.577 -1.300 0.047
C 6.69026 -6.17303 0.38914 0.043 0.834 0.812 -0.047
C 5.15097 -6.02586 0.34040 -0.070 -1.069 0.890 -0.161
C 4.83424 -4.66468 -0.17331 -1.233 0.796 -0.339 -0.196
C 6.13757 -4.06573 -0.58210 1.804 0.169 -0.248 -0.087
H 11.24150 -5.60316 -1.10755 0.369 0.615 -0.200 0.082
H 11.95401 -5.80416 0.45603 -0.519 -0.429 0.283 0.086
H 11.63517 -4.20807 0.06192 -0.293 0.222 -0.686 0.082
H 9.80159 -5.13540 1.49970 -0.533 0.041 -0.080 0.108
H 9.44031 -6.35218 0.20883 0.374 -0.454 0.757 0.105
H 8.56514 -4.88222 -1.39990 0.048 -0.581 0.157 0.128
H 8.79068 -3.49086 -0.44237 0.392 0.129 0.331 0.126
H 7.53129 -2.97486 1.70927 0.786 -0.304 -0.289 0.108
H 7.81187 -4.63834 2.49284 0.256 0.219 -0.419 0.106
H 6.23325 -4.01105 2.00956 -0.052 -0.316 0.248 0.090
H 6.95420 -6.66724 1.32412 0.532 0.175 -0.176 0.133
H 7.12426 -6.70590 -0.45691 -0.159 0.088 0.028 0.135
H 4.62117 -6.10512 1.28968 0.808 -0.221 0.553 0.118
H 4.67441 -6.85073 -0.18930 0.400 0.139 -0.589 0.127
H 4.29335 -4.03884 0.53652 0.393 -0.023 0.465 0.114
H 4.06433 -4.76099 -0.93886 0.552 0.342 -0.704 0.132
H 6.21398 -2.97857 -0.56333 0.029 -0.075 0.232 0.132
H 6.42535 -4.39656 -1.58002 -0.008 0.001 -0.035 0.129
Br -3.57681 1.51161 5.71700 0.129 0.230 -0.458 -0.956
Br 0.21524 -1.60790 -3.13726 0.118 0.354 0.085 -0.951
```
Positions in Å, forces in eV/Å.

As for the charge: +5.

***

# 2
C3H6ClN2 | wB97M-V/def2-TZVPD

The geometry in XYZ format:
```
12
Properties=species:S:1:pos:R:3:forces:R:3:lowdin_charge:R:1
C -0.78176 1.95765 0.51033 0.362 0.870 0.246 0.072
C 1.91817 0.90860 -0.83313 -0.506 0.090 -0.056 0.008
C 2.73613 0.11988 -0.46734 0.305 0.219 0.500 -0.738
N -1.24934 0.93269 0.45672 -0.781 -0.268 -0.157 0.122
N -1.51319 -1.55283 0.07745 1.195 0.555 -0.335 0.231
Cl 3.92677 -0.72667 0.25574 0.186 -0.367 -0.139 0.737
H -0.31635 2.90196 0.57361 0.229 0.662 0.091 0.099
H 1.14234 1.59496 -1.05303 0.144 -0.007 -0.457 -0.001
H -1.63533 -0.43803 -0.00795 1.270 -1.431 -0.029 0.057
H -1.41298 -1.64903 1.07501 -1.888 -0.534 0.945 0.130
H -0.62178 -2.03510 -0.08319 0.324 0.955 -1.361 0.146
H -2.19270 -2.01409 -0.50421 -0.841 -0.743 0.751 0.137
```
Positions in Å, forces in eV/Å.

As for the charge: +1.

***

Relative energy (zero: lowest compared OMol25 entry of this formula, charge and spin) across the listed records, respectively: 0.0, 331.3 kJ/mol.
Orbital gap across the listed records, respectively: 5.58, 9.83 eV.
LUMO level across the listed records, respectively: -0.294, -0.128 Ha.